{
  "formula": "C9H21N2O7OsS4",
  "method": "ωB97M-V/def2-TZVPD",
  "species": ["Os", "C", "C", "C", "O", "C", "O", "O", "H", "H", "H", "H", "H", "H", "H", "C", "N", "C", "S", "N", "C", "H", "H", "H", "H", "H", "H", "H", "H", "C", "S", "C", "O", "H", "H", "H", "H", "H", "H", "O", "S", "O", "O", "S"],
  "coordinates": [[3.23, -12.95, 3.13], [2.80, -18.14, 4.39], [3.36, -16.91, 5.16], [4.41, -17.15, 6.16], [2.51, -15.93, 5.44], [4.36, -16.13, 3.26], [4.36, -16.94, 2.41], [4.55, -15.01, 3.61], [2.30, -18.79, 5.09], [3.61, -18.73, 3.88], [1.98, -17.83, 3.72], [3.89, -17.17, 7.13], [5.17, -16.34, 6.20], [4.83, -18.16, 6.05], [2.89, -15.31, 6.07], [3.09, -16.00, -1.68], [2.61, -15.31, -0.52], [3.22, -14.44, 0.23], [2.14, -13.59, 1.27], [4.49, -14.05, 0.15], [5.68, -14.78, -0.40], [2.30, -16.64, -2.05], [3.98, -16.68, -1.59], [3.43, -15.32, -2.52], [1.58, -15.45, -0.36], [4.74, -13.37, 0.83], [6.59, -14.26, 0.03], [5.62, -14.85, -1.52], [5.71, -15.78, 0.00], [3.71, -9.60, 2.82], [5.23, -10.50, 2.67], [5.90, -9.79, 1.16], [4.74, -11.84, 2.09], [2.96, -9.80, 2.00], [3.93, -8.53, 2.84], [3.29, -9.88, 3.78], [6.34, -8.84, 1.38], [5.01, -9.67, 0.47], [6.66, -10.42, 0.72], [3.09, -13.62, 6.71], [2.87, -12.41, 5.93], [4.04, -12.34, 4.88], [2.79, -11.15, 6.59], [1.40, -12.80, 4.47]],
  "charge": 1,
  "homo_lumo_gap_ha": [0.269, 0.286],
  "spin_multiplicity": 5,
  "e_lumo_ev": [-2.705, -4.285],
  "total_energy_ha": -2674.85243
}


{
  "formula": "C5H10",
  "method": "ωB97M-V/def2-TZVPD",
  "species": ["C", "C", "C", "C", "C", "H", "H", "H", "H", "H", "H", "H", "H", "H", "H"],
  "coordinates": [[-2.39, -0.37, 0.07], [-1.19, 0.59, -0.15], [0.14, -0.04, -0.19], [1.30, 0.55, -0.01], [2.62, -0.28, 0.03], [-3.34, 0.21, 0.13], [-2.44, -1.10, -0.70], [-2.24, -0.91, 1.10], [-1.34, 1.20, -0.97], [-1.25, 1.16, 0.75], [0.14, -1.07, -0.47], [1.28, 1.63, 0.38], [3.49, 0.39, -0.01], [2.61, -0.95, 0.89], [2.62, -1.02, -0.84]],
  "homo_lumo_gap_ha": 0.384,
  "smiles": "C/C=C/CC",
  "spin_multiplicity": 1,
  "e_lumo_ev": 1.257,
  "e_above_lowest_kcal_mol": 30.11,
  "total_energy_ha": -196.46043
}


{
  "formula": "CH2O4P",
  "method": "ωB97M-V/def2-TZVPD",
  "species": ["C", "O", "O", "O", "O", "P", "H", "H"],
  "coordinates": [[0.38, 0.00, 1.03], [-1.60, -0.98, -1.40], [0.05, 0.84, -2.26], [-0.49, 0.81, 0.26], [1.03, -0.81, 0.13], [-0.50, 0.01, -1.15], [1.19, 0.71, 1.64], [-0.06, -0.58, 1.77]],
  "charge": -1,
  "homo_lumo_gap_ha": 0.341,
  "spin_multiplicity": 1,
  "e_lumo_ev": 4.320,
  "e_above_lowest_kcal_mol": 19.21,
  "total_energy_ha": -681.74354
}


{
  "formula": "C22H32N5O5S",
  "method": "ωB97M-V/def2-TZVPD",
  "species": ["O", "O", "O", "O", "O", "S", "C", "C", "C", "C", "C", "C", "C", "C", "C", "C", "C", "C", "C", "C", "N", "N", "N", "N", "N", "C", "C", "C", "C", "C", "C", "C", "C", "H", "H", "H", "H", "H", "H", "H", "H", "H", "H", "H", "H", "H", "H", "H", "H", "H", "H", "H", "H", "H", "H", "H", "H", "H", "H", "H", "H", "H", "H", "H", "H"],
  "coordinates": [[-4.41, -2.06, -3.38], [5.23, 4.20, 1.90], [-6.11, 1.28, 0.08], [6.48, 2.36, 2.30], [4.72, -2.97, -0.49], [4.87, -0.07, -4.72], [-4.80, -1.27, -2.54], [5.32, 2.99, 2.02], [-6.26, 0.08, -0.09], [5.86, -1.41, -4.17], [4.36, 0.25, -3.07], [5.80, -1.57, -2.81], [4.91, -0.62, -2.15], [-0.47, 1.59, 2.43], [4.37, -1.59, 1.50], [4.20, -0.33, 2.08], [4.46, 0.69, -0.09], [4.59, -1.74, 0.11], [4.65, -0.57, -0.69], [4.22, 0.82, 1.29], [0.70, 1.17, 2.02], [-7.44, -0.47, -0.41], [-1.54, 1.54, 1.66], [-4.79, -1.64, -1.25], [-0.55, 2.05, 3.65], [4.74, -4.16, 0.30], [-5.28, 0.10, -2.98], [4.03, 2.18, 1.92], [-8.69, 0.27, -0.52], [-1.59, 1.03, 0.28], [-3.01, 0.77, -0.23], [-3.76, -0.30, 0.60], [-5.06, -0.88, -0.01], [7.16, 3.05, 2.32], [6.47, -2.02, -4.84], [3.67, 1.04, -2.82], [6.36, -2.34, -2.29], [4.34, -2.45, 2.15], [4.06, -0.27, 3.15], [4.53, 1.59, -0.69], [0.79, 0.82, 1.09], [1.49, 1.17, 2.63], [-7.46, -1.46, -0.59], [-2.40, 1.91, 2.03], [-4.47, -2.60, -1.14], [-1.42, 2.40, 4.00], [0.27, 2.10, 4.23], [3.79, -4.30, 0.83], [5.56, -4.13, 1.03], [4.90, -5.03, -0.35], [-6.37, 0.11, -2.98], [-4.91, 0.89, -2.33], [-4.93, 0.28, -3.99], [3.31, 2.75, 1.33], [3.63, 2.08, 2.93], [-9.40, -0.27, -1.16], [-9.14, 0.40, 0.47], [-8.51, 1.26, -0.95], [-1.11, 1.75, -0.39], [-1.03, 0.09, 0.21], [-3.57, 1.71, -0.22], [-2.92, 0.43, -1.26], [-3.07, -1.14, 0.76], [-3.99, 0.12, 1.57], [-5.39, -1.63, 0.72]],
  "charge": 1,
  "homo_lumo_gap_ha": 0.273,
  "spin_multiplicity": 1,
  "e_lumo_ev": -2.809,
  "total_energy_ha": -1905.53268
}


{
  "formula": "C5H11O2",
  "method": "ωB97M-V/def2-TZVPD",
  "species": ["C", "O", "C", "C", "C", "C", "H", "H", "H", "H", "H", "H", "H", "H", "H", "H", "H", "O"],
  "coordinates": [[-0.06, 1.63, 0.88], [-0.29, 0.42, 1.52], [0.55, 1.54, -0.55], [1.09, 0.16, -1.14], [0.25, -1.03, -0.79], [0.23, -2.33, -1.13], [0.65, 2.19, 1.58], [-0.81, 2.42, 0.96], [-0.30, 1.79, -1.14], [1.45, 2.24, -0.42], [1.98, 0.07, -0.55], [1.21, 0.38, -2.19], [-0.59, -0.71, -0.02], [0.90, -3.05, -1.60], [-0.70, -2.72, -0.96], [-2.64, -0.82, 1.94], [-1.07, -0.85, 1.56], [-1.85, -1.35, 2.05]],
  "charge": -1,
  "homo_lumo_gap_ha": 0.265,
  "spin_multiplicity": 1,
  "e_lumo_ev": 4.132,
  "e_above_lowest_kcal_mol": 99.92,
  "total_energy_ha": -347.49043
}


{
  "formula": "C20H54NO16S5",
  "method": "ωB97M-V/def2-TZVPD",
  "species": ["C", "N", "C", "C", "C", "C", "O", "H", "H", "H", "H", "H", "H", "H", "H", "H", "H", "H", "H", "H", "H", "O", "S", "O", "O", "C", "C", "C", "H", "H", "H", "H", "H", "H", "H", "H", "O", "S", "O", "O", "C", "C", "C", "H", "H", "H", "H", "H", "H", "H", "H", "O", "S", "O", "O", "C", "C", "C", "H", "H", "H", "H", "H", "H", "H", "H", "O", "S", "O", "O", "C", "C", "C", "H", "H", "H", "H", "H", "H", "H", "H", "O", "S", "O", "O", "C", "C", "C", "H", "H", "H", "H", "H", "H", "H", "H"],
  "coordinates": [[22.99, -0.04, 3.87], [22.21, 1.11, 3.52], [22.90, 2.50, 3.71], [21.83, 1.08, 2.13], [20.99, 1.23, 4.52], [19.98, 0.06, 4.37], [18.93, 0.11, 5.34], [23.94, 0.29, 3.48], [22.66, -0.91, 3.52], [23.04, -0.17, 5.04], [22.24, 3.47, 3.60], [23.82, 2.96, 3.08], [23.33, 2.38, 4.76], [21.59, 0.25, 1.68], [22.44, 1.32, 1.47], [20.89, 1.57, 1.96], [20.59, 2.24, 4.41], [21.45, 1.22, 5.68], [20.54, -1.02, 4.38], [19.51, 0.01, 3.42], [18.67, -0.84, 5.22], [22.24, 2.85, 7.44], [23.20, 3.62, 8.13], [24.38, 4.08, 7.32], [22.37, 5.00, 8.44], [22.21, 5.99, 7.48], [21.71, 7.24, 8.09], [23.51, 3.01, 9.63], [21.68, 5.54, 6.62], [23.21, 6.32, 6.88], [20.69, 7.07, 8.30], [21.99, 8.12, 7.51], [22.27, 7.30, 9.07], [24.37, 2.15, 9.55], [22.80, 2.77, 10.17], [24.12, 3.68, 10.27], [20.44, 5.27, 3.68], [20.15, 6.61, 3.48], [21.16, 7.45, 3.96], [20.16, 6.91, 1.85], [21.16, 6.27, 1.18], [21.13, 6.69, -0.43], [18.59, 7.02, 4.12], [21.14, 5.10, 1.13], [22.16, 6.57, 1.54], [21.53, 7.75, -0.39], [20.29, 6.40, -0.98], [21.83, 5.97, -1.02], [18.76, 6.66, 4.99], [17.69, 6.64, 3.43], [18.56, 8.17, 4.03], [17.60, 5.58, -0.84], [17.37, 4.65, 0.22], [17.02, 5.07, 1.57], [16.04, 3.72, -0.33], [14.75, 4.27, -0.05], [13.73, 3.16, -0.02], [18.58, 3.46, 0.29], [14.51, 5.14, -0.51], [14.48, 4.73, 1.08], [13.62, 2.63, -1.00], [12.77, 3.36, -0.01], [13.67, 2.44, 0.64], [18.69, 2.88, -0.50], [18.61, 3.04, 1.18], [19.44, 4.16, 0.21], [17.94, 2.95, 3.98], [16.75, 2.92, 4.78], [16.20, 1.68, 5.23], [17.04, 3.83, 6.08], [18.06, 3.46, 6.98], [18.34, 4.66, 7.85], [15.60, 3.81, 4.00], [18.90, 3.46, 6.27], [17.72, 2.56, 7.42], [18.58, 5.46, 7.21], [19.29, 4.63, 8.47], [17.55, 4.58, 8.67], [14.63, 3.62, 4.55], [15.52, 3.39, 3.14], [15.98, 4.80, 3.74], [25.96, 3.92, 2.68], [26.47, 3.17, 1.52], [25.71, 2.02, 1.06], [26.27, 4.11, 0.18], [25.08, 4.34, -0.30], [25.03, 5.15, -1.50], [28.11, 2.73, 1.64], [24.44, 4.98, 0.48], [24.48, 3.40, -0.60], [25.33, 6.32, -1.58], [24.13, 5.02, -2.02], [25.83, 4.66, -2.07], [28.19, 2.18, 0.76], [28.16, 2.17, 2.54], [28.81, 3.61, 1.66]],
  "charge": 1,
  "homo_lumo_gap_ha": 0.382,
  "spin_multiplicity": 1,
  "e_lumo_ev": -1.948,
  "total_energy_ha": -4043.16797
}


{
  "formula": "C20H20Cl2N2O4",
  "method": "ωB97M-V/def2-TZVPD",
  "species": ["O", "C", "N", "H", "C", "C", "C", "C", "C", "C", "C", "Cl", "H", "H", "H", "H", "H", "H", "C", "H", "H", "O", "C", "O", "C", "H", "C", "H", "H", "C", "N", "C", "O", "C", "C", "C", "C", "C", "C", "H", "H", "Cl", "H", "H", "H", "H", "H", "H"],
  "coordinates": [[4.01, 2.10, 1.78], [3.35, 1.09, 1.64], [2.02, 1.08, 1.47], [1.49, 0.22, 1.39], [1.27, 2.31, 1.40], [0.27, 2.30, 0.28], [-1.09, 2.47, 0.54], [-2.02, 2.46, -0.48], [-1.62, 2.25, -1.78], [-0.27, 2.07, -2.07], [0.66, 2.10, -1.04], [2.34, 1.89, -1.43], [0.06, 1.92, -3.08], [-2.34, 2.24, -2.58], [-3.07, 2.60, -0.25], [-1.41, 2.62, 1.56], [2.00, 3.12, 1.26], [0.74, 2.48, 2.35], [4.02, -0.29, 1.71], [5.02, -0.19, 1.28], [4.09, -0.58, 2.76], [3.31, -1.33, 1.05], [3.75, -1.70, -0.16], [4.68, -1.20, -0.73], [2.97, -2.89, -0.69], [3.24, -3.02, -1.74], [1.46, -2.76, -0.53], [1.22, -2.61, 0.53], [0.98, -3.67, -0.87], [0.94, -1.56, -1.32], [-0.49, -1.36, -1.12], [-0.97, -0.87, 0.04], [-0.25, -0.59, 0.98], [-2.45, -0.70, 0.11], [-3.02, -0.60, 1.38], [-4.38, -0.40, 1.53], [-5.18, -0.29, 0.41], [-4.63, -0.37, -0.86], [-3.27, -0.58, -1.01], [-2.85, -0.61, -2.00], [-5.26, -0.27, -1.73], [-6.88, -0.04, 0.58], [-4.82, -0.33, 2.52], [-2.37, -0.68, 2.24], [-1.12, -1.73, -1.81], [1.12, -1.68, -2.39], [1.45, -0.65, -0.98], [3.32, -3.77, -0.14]],
  "homo_lumo_gap_ha": 0.336,
  "smiles": "O=C(COC(=O)CCCNC(=O)c1ccc(Cl)cc1)NCc1ccccc1Cl",
  "spin_multiplicity": 1,
  "e_lumo_ev": 0.121,
  "total_energy_ha": -2105.07467
}


{
  "formula": "C4H8N2O2",
  "method": "ωB97M-V/def2-TZVPD",
  "species": ["C", "C", "C", "C", "H", "H", "H", "H", "H", "H", "H", "H", "N", "N", "O", "O"],
  "coordinates": [[-1.54, -0.89, -0.08], [0.61, 0.39, 0.03], [1.66, -0.32, 1.00], [1.57, -0.05, -0.97], [-2.11, 1.60, -0.71], [-1.98, 1.47, 0.92], [-0.92, -1.79, -0.26], [0.92, 1.46, 0.16], [1.37, -1.39, 1.09], [1.82, 0.26, 1.97], [1.92, 0.62, -1.81], [1.46, -1.08, -1.32], [-1.46, 1.49, 0.08], [-0.76, 0.23, -0.01], [-2.76, -0.85, -0.01], [2.66, -0.15, -0.05]],
  "homo_lumo_gap_ha": 0.389,
  "spin_multiplicity": 1,
  "e_lumo_ev": 0.818,
  "e_above_lowest_kcal_mol": 93.33,
  "total_energy_ha": -417.10722
}


{
  "formula": "C26H40AsClNP2PdS4",
  "method": "ωB97M-V/def2-TZVPD",
  "species": ["Pd", "C", "C", "C", "P", "C", "C", "C", "C", "C", "C", "C", "C", "C", "C", "N", "C", "C", "C", "C", "C", "C", "C", "P", "C", "C", "C", "C", "C", "C", "H", "H", "H", "H", "H", "H", "H", "H", "H", "H", "H", "H", "H", "H", "H", "H", "H", "H", "H", "H", "H", "H", "H", "H", "H", "H", "H", "H", "H", "H", "H", "H", "H", "H", "H", "H", "H", "H", "H", "H", "S", "As", "S", "S", "S", "Cl"],
  "coordinates": [[-1.04, 0.15, -0.97], [-0.08, 3.32, 1.84], [-1.56, 3.19, 1.47], [-1.94, 4.25, 0.42], [-1.98, 1.43, 1.00], [-3.80, 1.29, 1.30], [-4.20, -0.16, 1.50], [-4.56, 1.87, 0.11], [-1.15, 0.51, 2.32], [-1.69, 0.45, 3.60], [-1.20, -0.40, 4.57], [-1.78, -0.45, 5.96], [-0.16, -1.25, 4.19], [0.42, -1.18, 2.94], [0.01, -0.23, 1.98], [0.58, -0.08, 0.72], [1.72, -0.77, 0.38], [2.78, -1.08, 1.25], [3.85, -1.84, 0.84], [3.97, -2.33, -0.46], [5.14, -3.18, -0.88], [2.99, -1.95, -1.36], [1.90, -1.17, -0.97], [0.84, -0.33, -2.15], [1.86, 1.20, -2.49], [1.92, 2.14, -1.29], [3.32, 0.88, -2.85], [0.56, -1.27, -3.72], [1.56, -1.11, -4.86], [0.36, -2.76, -3.42], [0.10, 4.33, 2.22], [0.21, 2.60, 2.61], [0.56, 3.16, 0.98], [-2.15, 3.36, 2.38], [-1.63, 3.94, -0.57], [-3.01, 4.44, 0.40], [-1.44, 5.19, 0.67], [-4.04, 1.87, 2.21], [-3.86, -0.77, 0.66], [-3.79, -0.60, 2.41], [-5.29, -0.24, 1.53], [-4.33, 1.29, -0.79], [-5.64, 1.79, 0.30], [-4.33, 2.91, -0.10], [-2.56, 1.05, 3.82], [-2.78, -0.03, 5.97], [-1.84, -1.48, 6.32], [-1.17, 0.11, 6.67], [0.19, -2.01, 4.88], [1.16, -1.92, 2.68], [2.77, -0.70, 2.27], [4.63, -2.07, 1.56], [5.46, -3.84, -0.08], [4.88, -3.79, -1.74], [6.00, -2.56, -1.16], [3.08, -2.24, -2.40], [1.37, 1.69, -3.33], [2.42, 1.67, -0.45], [2.49, 3.03, -1.58], [0.93, 2.46, -0.98], [3.83, 0.38, -2.03], [3.44, 0.27, -3.74], [3.84, 1.83, -3.03], [-0.38, -0.83, -4.06], [2.54, -1.53, -4.61], [1.18, -1.66, -5.72], [1.70, -0.07, -5.16], [1.32, -3.28, -3.42], [-0.12, -2.95, -2.45], [-0.27, -3.20, -4.19], [-2.61, -5.08, -0.85], [-3.25, -3.07, -0.79], [-1.25, -2.10, -0.23], [-2.81, -0.39, -2.65], [-3.00, -2.32, -3.03], [-1.17, 2.20, -2.32]],
  "charge": -1,
  "homo_lumo_gap_ha": [0.204, 0.196],
  "spin_multiplicity": 1,
  "e_lumo_ev": [1.451, 1.275],
  "e_above_lowest_kcal_mol": 41.41,
  "total_energy_ha": -6168.96136
}


{
  "formula": "C28H52CoNP3",
  "method": "ωB97M-V/def2-TZVPD",
  "species": ["Co", "C", "P", "C", "C", "C", "C", "C", "C", "C", "P", "C", "C", "H", "H", "H", "H", "H", "H", "H", "H", "H", "H", "H", "H", "H", "H", "H", "H", "C", "C", "C", "C", "C", "C", "P", "C", "C", "C", "C", "C", "C", "C", "C", "C", "C", "C", "C", "H", "H", "H", "H", "H", "H", "H", "H", "H", "H", "H", "H", "H", "H", "H", "H", "H", "H", "H", "H", "H", "H", "H", "H", "H", "H", "H", "H", "H", "H", "H", "H", "H", "N", "H", "H", "H"],
  "coordinates": [[-0.79, 0.68, 0.11], [-0.95, 3.72, 1.81], [0.23, 2.58, 1.00], [1.62, 2.57, 2.18], [0.82, 3.54, -0.44], [1.64, 4.66, -0.27], [2.06, 5.40, -1.36], [1.68, 5.03, -2.64], [0.86, 3.92, -2.83], [0.42, 3.18, -1.74], [-0.73, 1.78, -1.99], [-0.25, 1.07, -3.61], [-2.30, 2.65, -2.38], [-0.48, 4.68, 1.98], [-1.26, 3.30, 2.77], [-1.83, 3.87, 1.19], [1.89, 3.59, 2.46], [2.49, 2.08, 1.75], [1.31, 2.04, 3.08], [1.96, 4.95, 0.72], [2.70, 6.26, -1.21], [2.01, 5.60, -3.50], [0.58, 3.64, -3.84], [-0.58, 1.73, -4.41], [-0.71, 0.10, -3.74], [0.83, 0.96, -3.65], [-2.16, 3.27, -3.27], [-2.57, 3.31, -1.56], [-3.10, 1.93, -2.56], [-0.35, -0.10, 4.35], [-1.31, -1.16, 3.75], [-0.56, -2.41, 3.30], [0.55, -2.07, 2.31], [1.53, -1.03, 2.93], [1.11, -0.57, 4.33], [0.03, -1.48, 0.63], [-1.09, -2.81, -0.05], [-2.50, -2.71, 0.60], [-3.61, -3.13, -0.36], [-3.67, -2.23, -1.60], [-2.27, -1.75, -2.01], [-1.20, -2.75, -1.59], [1.69, -1.58, -0.21], [2.12, -3.02, -0.61], [2.92, -3.02, -1.92], [3.96, -1.90, -1.90], [3.28, -0.51, -1.86], [1.82, -0.60, -1.38], [-0.63, 0.12, 5.38], [-0.43, 0.83, 3.78], [-1.83, -0.74, 2.88], [-2.07, -1.44, 4.48], [-1.25, -3.14, 2.88], [-0.10, -2.90, 4.16], [1.09, -2.99, 2.06], [1.58, -0.14, 2.29], [2.54, -1.45, 2.98], [1.77, 0.24, 4.64], [1.26, -1.38, 5.05], [-0.62, -3.75, 0.24], [-2.69, -1.69, 0.96], [-2.55, -3.36, 1.48], [-4.56, -3.13, 0.16], [-3.43, -4.17, -0.67], [-4.32, -1.37, -1.43], [-4.11, -2.78, -2.43], [-2.04, -0.79, -1.51], [-2.23, -1.56, -3.08], [-0.23, -2.51, -2.04], [-1.48, -3.74, -1.95], [2.37, -1.22, 0.55], [1.27, -3.70, -0.71], [2.76, -3.42, 0.18], [2.26, -2.90, -2.78], [3.42, -3.99, -2.03], [4.62, -1.97, -2.76], [4.58, -2.03, -1.01], [3.29, -0.06, -2.86], [3.84, 0.15, -1.21], [1.17, -0.91, -2.21], [1.50, 0.40, -1.06], [-2.86, 1.00, 0.66], [-3.04, 1.11, 1.65], [-3.46, 0.24, 0.34], [-3.21, 1.85, 0.21]],
  "charge": 2,
  "homo_lumo_gap_ha": [0.355, 0.309],
  "spin_multiplicity": 4,
  "e_lumo_ev": [-5.064, -6.801],
  "total_energy_ha": -3559.27029
}